Entry 1:
Entry from the Open Molecules 2025 dataset: a cluster of 3 separate species, C3H11O3 in total (ωB97M-V/def2-TZVPD).

Computed properties:
Kohn-Sham gap (eV): 7.878
HOMO energy (eV): -3.8
LUMO energy (hartree): 0.1491
Largest force on an atom (eV/A): 1.281
Charge: -1
ΔE to the lowest compared entry with this formula, charge and spin (kcal per mole): 7.2

Last column: natural (NBO) charge in e.
Positions of all 17 atoms, in Å:
C: 0.257 0.617 -0.056  -0.034
O: -1.013 0.177 -0.343  -0.953
C: 0.780 0.098 1.280  -0.426
C: 2.250 -0.348 1.259  -0.609
H: 0.245 1.708 -0.133  0.120
H: 0.980 0.402 -0.874  0.100
H: 0.082 -0.671 1.625  0.209
H: 0.707 0.897 2.033  0.171
H: 2.671 -0.353 2.259  0.185
H: 2.789 0.354 0.618  0.192
H: 2.367 -1.319 0.767  0.198
H: -3.138 1.359 -1.972  0.439
H: -2.303 0.873 -0.706  0.517
O: -3.195 1.278 -1.016  -1.039
H: -1.630 -2.251 -1.336  0.448
H: -0.846 -0.975 -1.461  0.508
O: -1.002 -1.847 -1.944  -1.026

---

Entry 2:
Entry from the Open Molecules 2025 dataset: the molecule C9H15NO2S (ωB97M-V/def2-TZVPD).

Computed properties:
Kohn-Sham gap (alpha / beta) (eV): 7.766 / 7.762
HOMO energy (alpha / beta) (eV): -7.2 / -7.2
LUMO energy (alpha / beta) (hartree): 0.0216 / 0.0219
Largest force on an atom (eV/A): 5.854
Charge: 0
ΔE to the lowest compared entry with this formula, charge and spin (kcal per mole): 113.6

Last column: natural (NBO) charge in e.
Positions of all 28 atoms, in Å:
C: -2.549 -1.170 0.189  0.017
C: -1.723 -2.200 0.006  -0.384
C: -1.335 0.988 -0.184  0.748
C: 0.470 -0.586 0.351  0.137
C: 1.836 1.370 0.679  -0.595
C: 1.734 0.656 -1.611  -0.593
C: 2.918 -0.904 0.076  -0.615
C: -3.717 0.767 0.129  -0.429
C: 1.742 0.062 -0.169  -0.148
N: -2.407 0.195 -0.064  -0.492
O: -1.126 2.111 -0.437  -0.559
O: 0.358 -0.719 1.678  -0.746
S: -0.108 -1.936 -0.606  0.238
H: -3.441 -1.304 0.589  0.186
H: -1.874 -3.186 0.200  0.225
H: 2.251 1.034 1.558  0.190
H: 0.888 1.885 0.739  0.239
H: 2.529 2.180 0.310  0.203
H: 1.453 1.607 -1.762  0.214
H: 2.712 0.673 -2.099  0.209
H: 1.140 -0.014 -2.232  0.210
H: 3.607 -0.244 0.551  0.218
H: 3.264 -1.302 -0.913  0.222
H: 2.684 -1.714 0.637  0.194
H: -4.455 0.594 -0.775  0.200
H: -4.291 0.499 0.973  0.208
H: -3.594 1.901 0.073  0.229
H: 1.035 -1.243 2.113  0.473

---

Entry 3:
Entry from the Open Molecules 2025 dataset: a structure of composition C17H19CeN5OS (ωB97M-V/def2-TZVPD).

Computed properties:
Kohn-Sham gap (alpha / beta) (eV): 4.446 / 4.411
HOMO energy (alpha / beta) (eV): -20.7 / -20.7
LUMO energy (alpha / beta) (hartree): -0.5974 / -0.5984
Largest force on an atom (eV/A): 2.029
Charge: +4

Last column: Löwdin charge in e.
Positions of all 44 atoms, in Å:
Ce: 0.157 -0.687 0.211  1.539
C: 2.969 0.938 -4.630  0.055
N: 1.542 1.232 -4.319  -0.074
C: 0.703 1.831 -5.142  0.085
C: -0.541 1.919 -4.486  0.083
N: -0.419 1.360 -3.266  0.065
C: 0.901 0.907 -3.124  -0.590
S: 1.736 0.149 -1.921  0.892
C: -1.544 1.300 -2.324  -0.157
C: -2.746 1.879 -2.683  0.082
C: -3.820 1.817 -1.801  0.075
C: -3.664 1.183 -0.578  0.049
C: -2.427 0.640 -0.313  -0.117
N: -1.372 0.684 -1.150  -0.048
H: 3.167 1.309 -5.631  0.124
H: 3.124 -0.138 -4.590  0.115
H: 3.601 1.451 -3.909  0.115
H: 0.973 2.172 -6.134  0.180
H: -1.447 2.349 -4.877  0.153
H: -2.896 2.384 -3.624  0.134
H: -4.767 2.265 -2.076  0.160
H: -4.472 1.112 0.138  0.154
H: -2.289 0.139 0.651  0.110
C: 0.352 -4.851 1.677  0.078
C: 0.007 -3.426 1.904  -0.373
O: -0.395 -2.668 0.921  -0.210
N: 0.087 -2.903 3.106  0.163
C: -0.500 -1.620 3.531  -0.044
C: 0.444 -0.433 3.594  -0.223
C: 0.903 0.050 4.799  0.058
C: 1.713 1.185 4.821  0.063
C: 2.040 1.813 3.627  0.031
C: 1.553 1.273 2.457  -0.083
N: 0.767 0.176 2.424  -0.087
H: 0.433 -5.069 0.617  0.115
H: -0.446 -5.469 2.102  0.139
H: 1.279 -5.118 2.189  0.128
H: 0.417 -3.520 3.841  0.197
H: -0.939 -1.785 4.512  0.160
H: -1.334 -1.405 2.860  0.130
H: 0.624 -0.441 5.723  0.150
H: 2.076 1.577 5.764  0.153
H: 2.659 2.699 3.605  0.146
H: 1.790 1.740 1.503  0.127

---

Entry 4:
Entry from the Open Molecules 2025 dataset: a structure of composition C21H22BF4IN4O6SV (ωB97M-V/def2-TZVPD).

Computed properties:
Kohn-Sham gap (alpha / beta) (eV): 3.930 / 4.035
HOMO energy (alpha / beta) (eV): -0.4 / -0.5
2S+1: 4
LUMO energy (alpha / beta) (hartree): 0.1300 / 0.1300
Largest force on an atom (eV/A): 0.587
Charge: -2
<S²>: 3.775
ΔE to the lowest compared entry with this formula, charge and spin (kcal per mole): 57.4

Last column: Löwdin spin population.
Positions of all 61 atoms, in Å:
V: -0.894 0.694 1.129  2.730
C: -1.184 -2.989 0.202  0.004
C: -0.241 -3.112 -0.983  0.000
N: 0.730 -2.041 -1.043  0.003
C: 1.263 -1.832 -2.369  0.000
C: 1.962 -0.489 -2.531  0.000
C: 1.739 -2.040 0.003  0.000
C: 1.832 -0.686 0.723  0.012
N: 0.822 -0.490 1.756  0.013
C: 1.035 -0.925 2.982  0.012
C: 0.128 -0.520 4.012  0.008
F: -0.873 0.336 3.640  0.017
C: 0.226 -0.874 5.327  0.002
F: -0.687 -0.396 6.203  0.000
C: 1.247 -1.690 5.797  0.015
C: 2.153 -2.102 4.836  0.003
F: 3.179 -2.904 5.218  0.000
C: 2.081 -1.749 3.509  0.006
F: 3.041 -2.256 2.688  0.001
H: -1.913 -3.804 0.182  0.000
H: -1.720 -2.039 0.155  0.003
H: -0.656 -3.036 1.156  0.000
H: -0.841 -3.042 -1.893  0.000
H: 0.249 -4.110 -0.994  0.000
H: 0.425 -1.864 -3.068  0.000
H: 1.963 -2.649 -2.656  0.000
H: 1.285 0.320 -2.253  0.000
H: 2.263 -0.345 -3.571  0.000
H: 2.855 -0.420 -1.906  0.000
H: 2.726 -2.298 -0.418  0.000
H: 1.513 -2.819 0.735  0.000
H: 1.644 0.082 -0.027  0.005
H: 2.843 -0.535 1.116  0.001
H: 1.321 -1.994 6.828  0.001
O: -4.927 1.107 0.344  0.000
S: -3.503 1.174 0.562  0.004
O: -3.081 2.153 1.596  0.010
O: -2.894 -0.143 0.963  0.028
O: -2.779 1.573 -0.723  0.006
I: 0.174 6.711 0.722  0.000
C: 0.093 4.780 1.431  0.004
C: 0.075 4.391 2.746  0.034
N: 0.082 3.038 2.741  0.023
N: 0.013 2.546 1.484  0.016
C: 0.045 3.591 0.667  0.048
H: 0.081 4.959 3.659  0.003
H: -0.226 2.428 3.484  0.001
H: -0.005 3.438 -0.401  0.003
O: -0.698 2.028 -1.978  -0.004
B: -1.235 0.942 -1.051  -0.003
O: -1.541 -0.162 -2.037  -0.004
C: -1.400 0.317 -3.266  -0.001
C: -1.632 -0.318 -4.469  -0.001
C: -1.355 0.376 -5.660  0.000
C: -0.858 1.667 -5.631  0.000
C: -0.619 2.315 -4.405  -0.001
C: -0.895 1.635 -3.240  -0.001
H: -2.023 -1.329 -4.483  0.000
H: -1.532 -0.109 -6.613  0.000
H: -0.648 2.185 -6.560  0.000
H: -0.227 3.324 -4.366  0.000

---

Entry 5:
Entry from the Open Molecules 2025 dataset: a cluster of 2 separate species, C2H9NOS2 in total (ωB97M-V/def2-TZVPD).

Computed properties:
Kohn-Sham gap (eV): 9.240
HOMO energy (eV): -8.7
SMILES string: CSS.NCO
LUMO energy (hartree): 0.0200
Largest force on an atom (eV/A): 5.229
Charge: 0
ΔE to the lowest compared entry with this formula, charge and spin (kcal per mole): 38.6

Last column: natural (NBO) charge in e.
Positions of all 15 atoms, in Å:
C: -2.209 0.587 4.061  -0.646
S: -0.530 1.242 3.320  0.000
S: -0.402 3.322 3.559  -0.145
H: -2.136 0.727 5.118  0.214
H: -2.023 -0.442 3.885  0.224
H: -2.980 1.129 3.629  0.219
H: 0.744 3.377 4.279  0.135
N: 1.304 -2.207 -3.620  -0.877
C: 0.634 -0.948 -3.349  0.109
O: 1.605 0.079 -3.292  -0.750
H: 1.745 -2.236 -4.580  0.368
H: 1.838 -2.536 -2.864  0.363
H: -0.136 -0.710 -4.294  0.144
H: 0.047 -1.195 -2.534  0.165
H: 2.499 -0.189 -3.319  0.477

---

Entry 6:
Entry from the Open Molecules 2025 dataset: a cluster of 2 separate species, CH2NO4 in total (ωB97M-V/def2-TZVPD).

Computed properties:
Kohn-Sham gap (eV): 10.904
HOMO energy (eV): -16.6
LUMO energy (hartree): -0.2100
Largest force on an atom (eV/A): 6.606
Charge: +1
ΔE to the lowest compared entry with this formula, charge and spin (kcal per mole): 99.1

Last column: natural (NBO) charge in e.
Positions of all 8 atoms, in Å:
C: -0.097 0.124 -0.081  0.345
N: -4.048 0.005 0.018  0.819
O: -4.379 -0.932 0.536  -0.059
O: -4.200 0.982 -0.480  -0.061
O: -2.269 -0.383 -0.326  -0.392
O: -1.218 0.444 0.076  -0.072
H: 0.174 -0.734 -0.607  0.210
H: 0.522 0.836 0.320  0.211

---

Entry 7:
Entry from the Open Molecules 2025 dataset: the molecule C19H18N4O6S (ωB97M-V/def2-TZVPD).

Computed properties:
Kohn-Sham gap (eV): 9.198
HOMO energy (eV): -8.9
SMILES string: CCOC(=O)c1ccc(NC(=O)CSc2nnc(CNC(=O)c3ccco3)o2)cc1
LUMO energy (hartree): 0.0100
Largest force on an atom (eV/A): 1.679
Charge: 0
ΔE to the lowest compared entry with this formula, charge and spin (kcal per mole): 0.5

Last column: natural (NBO) charge in e.
Positions of all 48 atoms, in Å:
C: -0.131 -0.857 -6.939  -0.634
C: -1.494 -1.227 -6.371  -0.073
O: -1.660 -0.728 -5.044  -0.509
C: -1.146 -1.464 -4.051  0.768
O: -0.583 -2.519 -4.217  -0.604
C: -1.359 -0.843 -2.722  -0.124
C: -0.968 -1.553 -1.589  -0.160
C: -1.142 -1.023 -0.327  -0.277
C: -1.702 0.245 -0.186  0.170
N: -1.852 0.867 1.058  -0.620
C: -1.241 0.542 2.228  0.686
O: -0.684 -0.503 2.462  -0.589
C: -1.296 1.646 3.282  -0.619
S: -1.172 3.332 2.578  0.291
C: 0.056 3.011 1.396  0.273
N: 0.226 3.597 0.254  -0.301
N: 1.239 2.949 -0.357  -0.284
C: 1.633 2.007 0.434  0.456
C: 2.691 0.984 0.217  -0.288
N: 2.262 -0.318 0.661  -0.607
C: 2.502 -0.714 1.946  0.636
O: 3.192 -0.068 2.710  -0.612
C: 1.891 -1.996 2.302  0.161
C: 1.887 -2.656 3.504  -0.222
C: 1.134 -3.831 3.304  -0.316
C: 0.737 -3.803 2.001  0.114
O: 1.189 -2.703 1.386  -0.404
O: 0.920 1.992 1.585  -0.424
C: -2.097 0.959 -1.317  -0.239
C: -1.930 0.420 -2.575  -0.168
H: 0.654 -1.335 -6.359  0.224
H: 0.010 0.221 -6.906  0.211
H: -0.063 -1.193 -7.969  0.217
H: -1.615 -2.316 -6.358  0.200
H: -2.300 -0.769 -6.948  0.189
H: -0.528 -2.530 -1.718  0.237
H: -0.847 -1.578 0.547  0.259
H: -2.315 1.770 1.019  0.412
H: -2.248 1.622 3.815  0.256
H: -0.484 1.483 3.992  0.263
H: 2.963 0.976 -0.839  0.240
H: 3.564 1.245 0.829  0.261
H: 1.575 -0.817 0.117  0.416
H: 2.363 -2.325 4.404  0.241
H: 0.915 -4.590 4.027  0.232
H: 0.152 -4.485 1.416  0.206
H: -2.521 1.947 -1.204  0.217
H: -2.231 0.974 -3.448  0.236